Entry 1:
A molecular structure, C31H32N8O4S3SeSr, computed with ωB97M-V/def2-TZVPD.

**Multiplicity**: 1
**HOMO**: -0.718 eV
**Energy relative to the best compared isomer or geometry (same formula, charge and spin)**: 39.4 kcal per mole
**Frontier orbital gap**: 4.1 eV
**Charge**: -2
**LUMO energy**: 3.3707 eV
**Maximum force**: 0.4 eV/Å

CARTESIAN COORDINATES (ANGSTROEM)
1 C 0.466 2.736 4.087
2 H 4.413 2.719 -2.684
3 H -0.303 -1.776 -4.684
4 C 1.898 -3.532 1.215
5 C -1.790 0.275 2.020
6 N -4.015 -4.080 3.251
7 H 0.372 -1.555 4.274
8 H -3.685 0.885 2.814
9 H 0.953 -0.254 6.201
10 Sr 1.648 0.048 1.210
11 H 5.106 1.310 -3.490
12 C -3.050 0.046 2.573
13 C 1.668 -4.898 1.371
14 H 2.849 -3.161 0.850
15 C -0.881 -0.911 -4.344
16 C -0.457 -0.613 -2.913
17 H 2.692 -1.805 -3.847
18 H -4.392 -1.480 3.253
19 H 4.184 -0.897 -4.129
20 N 0.979 -2.609 1.462
21 C 0.432 -5.310 1.808
22 C -1.362 4.172 -2.974
23 H -0.940 0.037 -6.305
24 H -1.461 1.281 1.791
25 C 4.180 1.732 -3.079
26 C 0.855 3.591 -1.372
27 C -0.643 0.269 -5.280
28 H 2.455 -5.605 1.145
29 C -2.347 0.356 -1.642
30 C -0.404 3.121 -1.018
31 H -1.213 1.145 -4.963
32 H 1.781 0.844 5.057
33 C -3.426 -1.243 2.829
34 C -2.849 2.854 -1.489
35 C 3.112 -0.359 -2.310
36 H -0.794 1.400 -2.384
37 H 2.632 -0.138 -4.434
38 C -0.549 -4.352 2.057
39 H 0.197 -6.356 1.960
40 H -0.504 2.553 -0.099
41 C -0.431 0.660 4.866
42 N -1.220 0.489 -2.332
43 H -3.890 1.287 -0.777
44 C -0.240 -3.001 1.854
45 H 0.413 0.547 -5.289
46 C 3.155 -0.823 -3.755
47 Se -3.941 -5.865 3.361
48 S 2.449 -1.526 -1.160
49 N -2.974 1.501 -1.149
50 C -0.105 4.627 -3.331
51 H 0.592 -0.319 -2.868
52 N -2.252 -5.940 2.764
53 O -3.846 3.549 -1.478
54 O -1.332 -0.203 5.087
55 C -1.877 -4.711 2.537
56 H 1.987 4.656 -2.840
57 H 1.993 -1.549 4.498
58 O 0.680 2.297 1.737
59 H 0.061 3.722 3.845
60 C -2.523 -2.275 2.569
61 S 3.750 1.502 -0.348
62 H 0.020 5.208 -4.237
63 H -2.231 4.390 -3.582
64 N 1.209 -0.977 4.200
65 H 3.488 1.851 -3.921
66 H 1.707 3.330 -0.756
67 H 1.166 2.860 4.925
68 C 1.247 2.230 2.874
69 C 1.000 4.325 -2.540
70 C -2.857 -3.671 2.808
71 C 0.981 0.119 5.168
72 C -1.505 3.390 -1.828
73 C 3.608 0.856 -1.980
74 H -1.935 -1.203 -4.351
75 C -1.260 -1.952 2.073
76 H -0.551 -1.484 -2.268
77 S -3.094 -1.115 -1.357
78 N -0.920 -0.690 1.778
79 N -0.662 1.853 4.377
80 O 2.332 1.616 3.039

Entry 2:
A molecular structure, C43H36BFHgN7O4, computed with ωB97M-V/def2-TZVPD.

**Multiplicity**: 2
**HOMO (spin up / spin down)**: -0.019 / -3.029 eV
**Energy relative to the best compared isomer or geometry (same formula, charge and spin)**: 3.9 kcal per mole
**Frontier orbital gap (spin up / spin down)**: 3.7 / 6.8 eV
**⟨S²⟩**: 0.771
**Charge**: -2
**LUMO energy (spin up / spin down)**: 3.7233 / 3.7233 eV
**Maximum force**: 0.8 eV/Å

CARTESIAN COORDINATES (ANGSTROEM)
1 H -4.754 4.781 -2.084
2 H -0.967 2.748 3.999
3 H 2.903 -0.170 4.959
4 O -1.235 1.628 -0.934
5 C 2.458 1.639 -5.431
6 C 1.858 1.625 5.492
7 C 2.007 -2.306 3.360
8 H 1.068 -4.215 -0.041
9 C 2.819 -4.432 -1.921
10 H 3.387 0.481 1.815
11 C 0.404 2.171 -4.314
12 N -1.496 -1.840 -0.048
13 C 1.137 0.100 3.767
14 H 3.238 1.890 -6.141
15 C -1.330 2.449 0.025
16 C -4.114 4.683 -1.212
17 O -2.921 6.123 3.114
18 C -2.346 3.550 -0.045
19 H -7.191 -0.920 -0.640
20 N 1.077 -1.219 -1.780
21 C 2.472 -2.228 -3.222
22 H -0.499 -5.621 -1.211
23 H -3.809 -4.176 -0.275
24 C 1.349 -1.123 2.975
25 C -5.150 -1.536 -0.432
26 N 0.915 -1.233 1.728
27 C -4.270 5.566 -0.158
28 C 1.707 -1.078 -2.939
29 H 3.478 -4.691 -2.749
30 O -0.617 2.324 1.056
31 C 2.041 0.459 4.767
32 N -3.621 6.301 2.058
33 C 5.131 0.483 0.609
34 C -3.675 0.027 0.632
35 H 3.394 -4.475 -0.995
36 C 2.878 0.949 -0.222
37 C -2.776 -2.185 -0.098
38 C -1.620 -4.058 -0.246
39 H -5.310 -2.485 -0.929
40 H -5.004 6.358 -0.179
41 H 3.153 -4.640 1.326
42 H 0.642 3.377 5.769
43 N 1.413 -2.434 -1.302
44 C 2.426 -4.535 2.134
45 H 2.572 1.901 6.260
46 C 3.760 0.620 0.811
47 C -3.163 3.668 -1.174
48 H 3.418 -0.174 -4.810
49 B 0.754 -3.061 -0.049
50 C 2.260 -3.064 -2.152
51 C -3.873 -1.211 0.026
52 H -0.668 0.645 2.754
53 H -2.686 0.287 0.988
54 H -4.557 1.879 1.245
55 C -6.206 -0.650 -0.277
56 C -1.148 -5.473 -0.345
57 H -1.854 4.326 1.891
58 H -0.586 -5.770 0.543
59 C -2.908 -3.585 -0.227
60 H 2.461 -2.531 4.312
61 C 3.454 1.191 -1.471
62 N -0.791 -2.990 -0.143
63 H 2.830 1.505 -2.302
64 H -6.819 1.276 0.454
65 C -4.729 0.916 0.782
66 Hg 0.729 0.614 -0.016
67 H 1.309 3.414 -5.816
68 C 5.631 0.683 -0.659
69 F 6.967 0.511 -0.881
70 H 1.609 -5.228 1.932
71 C 2.557 0.474 -4.686
72 C -3.459 5.438 0.987
73 N 1.258 -2.462 1.292
74 H 5.242 1.239 -2.688
75 H 3.079 -2.431 -4.090
76 C 0.496 0.999 -3.578
77 H -0.431 2.838 -4.142
78 C -2.488 4.420 1.023
79 H -2.009 -6.134 -0.443
80 H -0.265 0.761 -2.849
81 H 2.907 -4.826 3.067
82 H 5.796 0.213 1.420
83 C -5.998 0.579 0.333
84 C 4.821 1.061 -1.706
85 C 0.042 0.922 3.520
86 C 1.577 0.141 -3.750
87 H -3.044 2.967 -1.989
88 O -4.477 7.251 1.959
89 C 1.932 -3.130 2.260
90 C -0.132 2.100 4.231
91 H 2.030 -5.183 -1.855
92 C 1.381 2.496 -5.246
93 C 0.774 2.453 5.220

Entry 3:
A molecular structure, C49H57HgN2O7Se at a distorted geometry, computed with ωB97M-V/def2-TZVPD.

**Multiplicity**: 2
**HOMO (spin up / spin down)**: -1.882 / -1.355 eV
**Frontier orbital gap (spin up / spin down)**: 5.4 / 4.9 eV
**⟨S²⟩**: 0.757
**Charge**: -2
**LUMO energy (spin up / spin down)**: 3.5357 / 3.5357 eV
**Maximum force**: 3.4 eV/Å

CARTESIAN COORDINATES (ANGSTROEM)
1 H -0.426 1.149 -5.005
2 H -2.981 1.009 -3.027
3 H 1.398 1.875 -3.733
4 C -1.715 0.533 2.892
5 O -2.219 4.431 0.065
6 C -4.627 -3.399 0.583
7 H -6.867 -0.232 0.018
8 C -6.912 0.837 0.168
9 C -8.018 2.742 1.162
10 H 4.161 -2.105 5.019
11 H 0.114 2.758 -5.594
12 C 0.791 3.813 -3.180
13 C 1.763 -2.844 -1.140
14 H -2.100 1.327 4.829
15 H 6.883 -1.391 0.543
16 H 3.126 -1.308 3.904
17 H 4.633 1.997 4.260
18 O -3.162 5.103 -0.528
19 C -2.606 -0.675 -0.416
20 H -6.886 4.529 0.897
21 H 6.879 -0.590 -1.967
22 C 1.203 -3.178 0.109
23 C -2.701 -1.880 3.842
24 C -3.958 -0.189 -4.559
25 C -0.390 2.226 -4.751
26 H -7.308 -0.909 -4.461
27 H -3.051 -0.190 -5.169
28 H 4.190 -1.661 -0.882
29 H -6.977 -0.183 -2.218
30 C -3.930 -0.012 -0.066
31 H 7.217 1.716 3.916
32 H -2.273 -0.495 -1.432
33 C 6.172 1.218 0.701
34 C -1.724 -0.564 2.042
35 H 9.169 2.327 2.662
36 H 5.873 -0.207 4.673
37 H -2.446 -2.598 1.948
38 Se 2.261 0.413 1.190
39 H 1.569 3.771 -2.419
40 C -6.977 3.485 0.692
41 C 4.796 -0.162 4.663
42 H -0.066 0.031 -1.651
43 O -0.170 1.746 -2.429
44 C -0.250 -1.286 0.064
45 H 4.325 -1.110 -2.563
46 C -5.878 1.598 -0.309
47 H 5.972 -2.500 3.294
48 C 4.917 -2.191 2.995
49 C 8.397 1.966 0.777
50 C -5.144 -0.775 -4.981
51 H -0.197 -2.653 1.684
52 C 7.212 1.589 2.844
53 N 4.924 0.739 0.269
54 H 4.511 0.004 5.652
55 C 0.411 2.377 -3.471
56 O -0.989 0.995 0.434
57 H 4.325 -3.050 2.705
58 H -1.422 1.480 2.468
59 C 4.028 0.688 1.319
60 C -2.142 0.420 4.210
61 Hg -1.531 2.606 -0.975
62 C -2.643 -0.782 4.706
63 C -6.096 -0.172 -2.855
64 C 4.558 0.463 -1.099
65 C 0.245 -2.387 0.708
66 H -4.261 -2.176 -2.632
67 N 4.773 0.978 2.436
68 H -4.992 3.459 -0.265
69 H -4.566 -2.932 1.593
70 C 6.254 -1.452 -1.570
71 C -4.923 0.382 -2.374
72 C 0.327 -0.878 -1.158
73 H 1.673 -1.306 -2.759
74 C 7.308 1.584 0.029
75 C -4.573 1.048 -1.005
76 O -2.866 -2.082 -0.324
77 H -1.430 2.535 -4.665
78 H -3.994 -3.827 -1.925
79 H -8.769 3.180 1.808
80 H 6.331 -2.252 -2.348
81 C -3.879 0.408 -3.289
82 H -0.108 4.274 -2.710
83 C 8.302 2.022 2.130
84 C 6.095 1.223 2.086
85 H 1.082 4.335 -4.074
86 C -5.880 2.937 -0.003
87 C -4.279 -2.365 -0.407
88 H 5.052 -1.578 2.137
89 H 2.508 -3.413 -1.590
90 H 6.212 -2.892 0.124
91 C 4.163 -1.431 4.160
92 C -2.250 -1.781 2.557
93 C 6.861 -2.073 -0.269
94 C -6.267 -0.682 -4.128
95 H -3.987 -4.278 0.578
96 C -4.518 -2.816 -1.811
97 H -5.598 -3.027 -1.957
98 H 5.193 1.048 -1.745
99 H 9.330 2.179 0.275
100 H 3.538 0.805 -1.266
101 H -5.668 -3.740 0.367
102 H 3.179 1.018 3.798
103 H -5.205 -1.289 -5.928
104 O -3.719 2.083 -1.233
105 H 7.338 1.492 -1.060
106 C -1.363 -0.354 0.540
107 H -3.808 0.400 0.941
108 H -2.934 -0.839 5.747
109 O -4.885 -1.133 -0.049
110 C 4.278 1.026 3.833
111 H -8.658 0.702 1.426
112 H -3.073 -2.842 4.138
113 H 1.421 -4.162 0.558
114 H 7.852 -2.433 -0.373
115 C -7.941 1.349 0.944
116 C 1.316 -1.669 -1.767
117 C 4.769 -1.046 -1.554

Entry 4:
A molecular structure, C28H40N3NiS2Si2, computed with ωB97M-V/def2-TZVPD.

**Multiplicity**: 3
**HOMO (spin up / spin down)**: -3.456 / -3.819 eV
**Frontier orbital gap (spin up / spin down)**: 6.2 / 5.8 eV
**⟨S²⟩**: 2.015
**Charge**: -1
**LUMO energy (spin up / spin down)**: 2.7082 / 1.9742 eV
**Maximum force**: 0.5 eV/Å

CARTESIAN COORDINATES (ANGSTROEM)
1 H -3.878 0.995 -0.190
2 Ni -0.021 0.194 -0.161
3 H 4.001 0.101 0.653
4 C -6.040 -1.801 2.312
5 H -5.190 -4.056 -0.061
6 N 0.300 2.054 0.687
7 C 1.473 -3.269 2.093
8 H 1.277 -0.984 3.532
9 C 1.059 -0.451 2.597
10 H 2.562 -5.101 2.329
11 C 0.561 -2.815 -0.099
12 H 4.923 2.312 -1.091
13 C -6.116 -2.928 1.500
14 C -5.130 -3.175 0.566
15 C 1.982 4.126 1.377
16 H -1.643 3.277 -2.866
17 C -1.119 -1.471 2.360
18 H 4.298 2.568 -2.727
19 H 4.689 -0.983 -0.557
20 H -2.649 -0.224 3.237
21 C 1.088 -4.040 -0.526
22 H 2.650 4.934 1.652
23 H -1.429 0.646 2.313
24 H -0.941 -1.792 3.398
25 H -2.390 1.666 0.483
26 C -4.032 -2.309 0.379
27 H 2.212 -5.792 -0.035
28 C -2.038 -0.260 2.322
29 H -1.599 -2.297 1.833
30 H -4.880 -0.074 2.789
31 N 0.177 -1.203 1.706
32 H 1.620 -2.977 3.125
33 H -3.864 1.598 1.481
34 C 3.768 -0.482 -0.244
35 H -6.805 -1.591 3.050
36 S -0.281 -1.797 -1.235
37 H -0.680 1.199 -4.633
38 H 2.813 0.086 -4.071
39 C -4.959 -0.954 2.159
40 H 3.188 3.479 -0.271
41 H -0.832 3.786 -1.377
42 H 2.207 -1.222 -3.043
43 H 5.410 1.234 -2.394
44 N -2.856 -0.263 1.119
45 H 0.499 4.568 2.900
46 H -1.012 0.073 -3.310
47 H 3.950 -1.012 -3.281
48 H 0.586 0.495 2.858
49 H 2.235 2.779 -4.133
50 C 1.806 -4.856 0.329
51 C -1.094 2.919 -1.989
52 H 1.992 -0.228 2.081
53 Si 0.425 1.974 -2.588
54 C 2.004 -4.470 1.648
55 H 1.707 4.070 -3.053
56 C 4.567 1.806 -1.992
57 H 0.928 -4.329 -1.557
58 H 3.039 -1.250 0.026
59 C 3.002 -0.481 -3.157
60 C 1.417 2.274 -0.070
61 C -3.274 1.069 0.714
62 S -2.914 -2.720 -0.902
63 C 1.517 1.386 -1.221
64 C 0.788 3.933 2.075
65 Si 3.125 0.618 -1.635
66 H -0.936 2.664 2.216
67 H 0.727 3.643 -4.465
68 C -0.012 2.876 1.687
69 C -3.957 -1.188 1.215
70 H -1.764 2.282 -1.409
71 C 1.355 3.235 -3.667
72 C 0.760 -2.437 1.237
73 C 2.295 3.308 0.314
74 C -0.233 0.677 -3.779
75 H -6.944 -3.620 1.598
76 H 0.527 -0.004 -4.162

Entry 5:
A molecular structure, C14H23ClIIrO2P2 at a distorted geometry, computed with ωB97M-V/def2-TZVPD.

**Multiplicity**: 6
**HOMO (spin up / spin down)**: -15.997 / -19.156 eV
**Energy relative to the best compared isomer or geometry (same formula, charge and spin)**: 0.0 kcal per mole
**Frontier orbital gap (spin up / spin down)**: 6.0 / 5.0 eV
**⟨S²⟩**: 8.787
**Charge**: +3
**LUMO energy (spin up / spin down)**: -10.0179 / -14.1083 eV
**Maximum force**: 5.7 eV/Å

CARTESIAN COORDINATES (ANGSTROEM)
1 H -1.410 2.105 -2.287
2 H -0.448 2.635 1.599
3 O -3.232 0.765 -0.343
4 C 4.501 0.376 0.921
5 H -1.298 -2.807 -4.068
6 H -2.166 3.064 -0.955
7 H 1.930 2.810 2.567
8 H -1.716 0.275 -3.724
9 Cl 1.268 0.028 -1.824
10 H 6.006 1.784 1.577
11 H -2.946 -0.991 -4.065
12 P 0.505 0.410 1.716
13 P -1.710 -1.509 -2.089
14 H -0.449 -1.141 3.274
15 I -0.125 -3.344 -0.152
16 C 3.136 0.075 0.895
17 Ir -0.443 -0.335 -0.233
18 C -1.500 2.220 -1.194
19 C 2.660 2.135 2.113
20 C -0.698 -2.563 -3.184
21 C -2.060 0.940 -0.619
22 H -3.591 -2.927 -2.483
23 C -0.481 1.802 2.311
24 C 4.027 2.422 2.160
25 H 2.777 -0.825 0.383
26 H -3.834 -1.941 -1.006
27 O -2.525 -1.604 1.535
28 H 0.209 -2.017 -3.461
29 C -2.490 -0.365 -3.288
30 H -0.415 -3.483 -2.654
31 H 0.999 -0.312 3.974
32 H -0.487 2.419 -0.810
33 H 1.204 -1.658 2.808
34 C 0.577 -0.794 3.077
35 C -3.117 -2.550 -1.568
36 H -3.258 0.245 -2.798
37 C -1.697 -1.047 0.929
38 H 4.372 3.308 2.698
39 H -1.524 1.449 2.366
40 H -0.162 2.153 3.306
41 C 4.941 1.550 1.551
42 H 5.215 -0.318 0.477
43 C 2.226 0.945 1.516
44 H -2.771 -3.383 -0.947

Entry 6:
3 unconnected molecules or ions with the total composition C5H16N2O2 at a distorted geometry, computed with ωB97M-V/def2-TZVPD.

**Multiplicity**: 1
**HOMO**: -17.065 eV
**Energy relative to the best compared isomer or geometry (same formula, charge and spin)**: 34.9 kcal per mole
**Frontier orbital gap**: 9.5 eV
**Charge**: +2
**LUMO energy**: -7.6130 eV
**Maximum force**: 2.5 eV/Å

CARTESIAN COORDINATES (ANGSTROEM)
1 H 1.046 -3.266 0.506
2 H -0.251 1.379 -3.380
3 H -1.068 -0.640 2.422
4 N -1.749 1.983 -0.801
5 O 3.791 -0.876 -0.656
6 H 1.348 -1.149 2.498
7 H 1.178 -3.419 2.267
8 H 4.415 -0.853 0.066
9 C -1.845 3.227 -0.534
10 O -0.338 2.335 -3.284
11 N 0.738 -3.011 1.446
12 H -1.973 3.516 0.517
13 H 1.183 -1.013 0.715
14 C -0.780 -1.004 1.441
15 H -1.388 -1.899 1.282
16 C 0.741 -1.473 1.619
17 H 4.117 -0.969 -1.558
18 H -1.534 4.010 -1.238
19 H -1.561 1.690 -1.756
20 H -0.274 -0.079 -0.465
21 C -1.859 1.002 0.251
22 H -0.240 -3.326 1.468
23 C -1.015 -0.012 0.349
24 H 0.069 2.736 -4.062
25 H -2.749 1.112 0.887

Entry 7:
A molecular structure, C21H14F3N4STa at a distorted geometry, computed with ωB97M-V/def2-TZVPD.

**Multiplicity**: 1
**HOMO**: -21.822 eV
**Frontier orbital gap**: 6.4 eV
**Charge**: +4
**LUMO energy**: -15.4682 eV
**Maximum force**: 3.6 eV/Å

CARTESIAN COORDINATES (ANGSTROEM)
1 C -0.748 3.045 0.059
2 N -0.470 1.931 0.842
3 H 1.855 -4.545 -1.544
4 C 0.899 -1.484 3.904
5 Ta 0.085 0.047 -0.080
6 C 1.665 -3.941 -0.660
7 C 0.959 1.581 -4.608
8 H -1.364 0.226 -5.539
9 S 1.476 0.839 -1.656
10 C -1.204 4.250 0.577
11 C 0.976 -2.344 1.480
12 H 1.253 -2.245 -1.877
13 C -1.954 -1.129 -2.470
14 N 0.241 -0.180 2.066
15 N 0.937 -1.849 0.197
16 C -0.087 0.593 -3.874
17 H 1.114 -4.118 2.736
18 H -0.193 1.590 4.913
19 F 0.495 1.843 -5.833
20 H -1.410 5.114 -0.045
21 H 1.713 -5.529 0.725
22 H -1.467 3.311 3.766
23 C -1.228 3.159 2.748
24 C 1.215 -3.678 1.705
25 H -1.750 5.219 2.352
26 H -2.563 -1.795 -1.881
27 C 0.491 -0.447 4.801
28 C -1.208 0.014 -4.475
29 C 1.559 -4.494 0.621
30 C 0.026 0.696 4.269
31 C -2.044 -0.908 -3.782
32 H 0.731 -0.561 5.853
33 C -0.061 0.863 2.915
34 H -0.562 2.898 -1.073
35 H 1.289 -2.402 4.284
36 C 1.383 -2.595 -0.841
37 C -0.651 1.991 2.222
38 C 0.698 -1.362 2.548
39 N -0.886 -0.470 -1.833
40 F 0.953 2.711 -3.950
41 C -1.395 4.299 1.938
42 F 2.138 1.037 -4.699
43 C -0.008 0.266 -2.514
44 H -2.896 -1.444 -4.289